C15H14N8O4S3Ti as an isolated structure. Source: the Open Molecules 2025 dataset; level of theory: wB97M-V/def2-TZVPD.

```
45
Properties=species:S:1:pos:R:3:forces:R:3:mulliken_charge:R:1
Ti -1.6884 -0.9893 0.9275 1.169 1.421 0.982 0.672
O -4.1596 -0.1333 3.8498 -0.003 0.121 0.045 -0.443
C -3.6190 -0.1149 2.8082 0.543 -0.782 -0.229 0.282
O -2.6327 -1.0898 2.4537 -0.318 0.781 -0.187 -0.566
C -3.8212 0.8202 1.6636 -0.242 0.122 0.259 0.724
C -4.6743 1.8966 1.7433 -0.027 -0.068 -0.105 -0.707
C -4.8170 2.6927 0.6104 -0.050 0.028 0.066 -0.248
C -4.1085 2.3750 -0.5356 0.066 -0.040 -0.088 -0.791
C -3.2537 1.2856 -0.5265 0.025 0.042 -0.025 -0.050
N -3.1103 0.5231 0.5644 -0.066 -0.093 -0.237 0.184
H -5.2142 2.0870 2.6603 0.008 -0.004 0.012 0.494
H -5.4771 3.5495 0.6238 -0.004 -0.003 0.011 0.474
H -4.2008 2.9659 -1.4357 -0.006 0.004 0.006 0.428
H -2.6647 1.0251 -1.3981 -0.010 -0.014 0.022 0.488
N 0.0547 -2.0982 3.3208 -0.013 -0.066 -0.044 -0.421
N -0.0572 -3.4805 3.1447 -0.009 -0.181 0.128 -0.161
C -0.6333 -3.9718 2.0617 0.207 0.635 -0.522 0.694
N -0.8222 -5.2609 1.8986 0.064 -0.025 0.213 -0.312
N -0.9085 -3.0123 1.0733 -0.859 -1.155 0.247 -0.248
N -1.9030 -3.3079 0.2193 0.228 0.403 -0.393 1.297
O -2.1376 -2.2248 -0.4953 -0.444 -0.708 -0.035 -0.572
O -2.5549 -4.2833 0.1131 0.154 -0.249 -0.209 -0.574
H 1.0364 -1.8469 3.3719 -0.002 0.048 0.048 0.294
H -0.4273 -1.8381 4.1755 0.034 0.060 0.006 0.281
H 0.2804 -4.1172 3.8582 -0.002 0.037 0.005 0.183
H -0.5680 -5.9125 2.6288 -0.013 0.002 -0.013 0.236
H -1.2536 -5.6432 1.0727 -0.028 0.032 -0.048 0.184
S 1.7686 -0.2175 -4.5350 0.154 -0.010 -0.262 -0.277
C 1.6298 0.1885 -2.9808 -0.020 0.150 0.501 0.221
S 0.2412 -0.4185 -2.0477 -0.302 -0.339 -0.350 -0.178
C 0.8323 0.3631 -0.6583 0.203 0.457 0.878 0.458
N 1.9222 1.0247 -0.8090 -0.262 -0.240 -0.415 -0.692
N 2.3752 0.9451 -2.0865 0.205 0.155 -0.010 0.646
C 3.6038 1.6915 -2.3414 -0.386 -0.319 -0.137 1.175
C 4.0931 1.8467 -3.6290 0.202 0.186 0.068 -0.553
C 5.2650 2.5740 -3.8123 -0.110 -0.085 -0.113 -0.682
C 5.9345 3.1324 -2.7403 -0.024 0.001 0.097 -0.573
C 5.4237 2.9664 -1.4592 -0.014 -0.010 -0.031 -0.546
C 4.2593 2.2480 -1.2505 0.206 0.096 0.066 -0.402
S 0.0983 0.4112 0.9498 -0.267 -0.387 -0.169 -0.128
H 3.5933 1.4284 -4.4819 -0.033 -0.018 -0.012 0.165
H 5.6413 2.6940 -4.8191 0.034 0.023 0.015 0.383
H 6.8446 3.6946 -2.8946 0.010 0.005 -0.011 0.404
H 5.9310 3.3985 -0.6079 0.024 0.012 -0.003 0.368
H 3.8784 2.1334 -0.2489 -0.022 -0.023 -0.027 0.388
```
Positions in Å, forces in eV/Å.

Properties
LUMO (alpha / beta): -8.259 / -8.257 eV
charge: +2
2S+1: 1
calculated total energy: -91496.987 eV
orbital gap (alpha / beta): 4.4 / 4.4 eV
relative energy (zero: lowest compared OMol25 entry of this formula, charge and spin): 132.87 kJ/mol